{
  "formula": "C3HO3",
  "method": "the ωB97M-V functional and the def2-TZVPD basis",
  "symbols": ["O", "O", "O", "C", "C", "C", "H"],
  "xyz": [[-0.361, -0.977, 1.341], [-0.585, -1.863, -0.756], [0.210, 2.199, 1.047], [-0.322, -1.152, 0.147], [0.296, 1.326, 0.236], [0.293, 0.329, -0.509], [0.469, 0.137, -1.507]],
  "gap_ev": 8.27,
  "homo_energy_ha": -0.148,
  "fmax_ev_per_a": 4.7,
  "total_energy_ha": -340.66206,
  "total_charge": -1,
  "smiles": "O=C=CC(=O)[O-]"
}